{
  "formula": "CH7N5",
  "method": "the ωB97M-V functional and the def2-TZVPD basis",
  "species": ["C", "H", "H", "H", "H", "H", "H", "H", "N", "N", "N", "N", "N"],
  "coordinates": [[0.17240, 0.64265, -0.16395], [-2.49223, -1.34036, 0.12337], [-1.96428, -0.45892, -1.31579], [-1.74935, 1.16339, 0.71391], [1.33488, 2.42192, 0.11917], [1.90429, 0.41858, -0.51299], [1.63683, -0.80106, 1.36833], [0.97716, -2.11473, 0.33063], [-1.73477, -0.74825, -0.35313], [-1.22565, 0.29453, 0.39417], [0.41521, 1.96013, -0.10454], [1.06266, -0.26259, -0.85065], [1.66285, -1.17529, 0.25148]],
  "lumo_ha": 0.033,
  "smiles": "N=C(NN)NN",
  "total_charge": 0,
  "homo_lumo_gap_ha": 0.35941,
  "e_above_lowest_ev": 3.919
}

***

{
  "formula": "CH7N5",
  "method": "the ωB97M-V functional and the def2-TZVPD basis",
  "species": ["C", "H", "H", "H", "H", "H", "H", "H", "N", "N", "N", "N", "N"],
  "coordinates": [[0.37540, 0.12607, -0.62025], [0.44344, -0.32128, 2.37988], [0.64751, 1.24278, 1.67018], [1.87326, 0.20001, 0.63548], [0.70129, 1.34808, -2.25249], [-1.48001, 0.31683, -1.37181], [-0.93275, -1.58770, 0.35123], [-2.13379, -0.32489, 0.93319], [0.31739, 0.29310, 1.65645], [0.93795, -0.39179, 0.57244], [1.21057, 0.75732, -1.43194], [-0.97982, -0.00969, -0.68469], [-1.68200, -0.88185, 0.08430]],
  "lumo_ha": 0.035,
  "smiles": "N=C(NN)NN",
  "total_charge": 0,
  "homo_lumo_gap_ha": 0.34566,
  "e_above_lowest_ev": 2.045
}

***

{
  "formula": "CH7N5",
  "method": "the ωB97M-V functional and the def2-TZVPD basis",
  "species": ["C", "N", "N", "N", "N", "N", "H", "H", "H", "H", "H", "H", "H"],
  "coordinates": [[1.00068, 1.05845, -0.11391], [2.11220, 0.34402, -0.11285], [-0.36981, 0.94656, 0.01994], [-2.36379, -0.37042, 0.11796], [2.28474, -0.88198, 0.09576], [-1.10806, -0.11905, -0.21679], [1.22820, 2.07664, 0.06021], [-1.12929, 1.63941, 0.20201], [-2.99800, 0.34408, 0.34834], [-2.80897, -1.28682, -0.18409], [3.18124, -1.07505, 0.33961], [1.59811, -1.59047, 0.01313], [-0.62726, -1.08539, -0.56931]],
  "lumo_ha": [-0.407, -0.428],
  "total_charge": 2,
  "homo_lumo_gap_ha": [0.30002, 0.27965],
  "e_above_lowest_ev": 2.418
}

***

{
  "formula": "CH7N5S",
  "method": "the ωB97M-V functional and the def2-TZVPD basis",
  "species": ["C", "N", "N", "N", "N", "N", "S", "H", "H", "H", "H", "H", "H", "H"],
  "coordinates": [[3.23304, 8.60273, 5.02075], [3.25906, 9.62469, 4.52679], [-2.26439, -7.99428, -2.59849], [-3.63656, -7.64778, -4.37566], [3.35379, 10.67144, 3.83364], [-2.75551, -7.18796, -3.51216], [-1.18770, -7.10562, -1.63192], [3.30775, 7.74861, 5.69755], [-4.33707, -8.38919, -4.38294], [-3.86898, -6.81403, -5.02043], [2.44545, 11.15828, 3.71884], [3.86710, 10.88507, 3.01671], [-1.59630, -6.12314, -2.51598], [0.18034, -7.42883, -1.77672]],
  "lumo_ha": -0.221,
  "total_charge": 2,
  "homo_lumo_gap_ha": 0.37397,
  "e_above_lowest_ev": 1.047
}

***

{
  "formula": "CH7NO",
  "method": "the ωB97M-V functional and the def2-TZVPD basis",
  "species": ["C", "H", "H", "H", "H", "H", "H", "H", "N", "O"],
  "coordinates": [[1.05605, -1.91602, -0.85564], [0.13890, -2.04207, -1.41688], [1.75851, -1.05154, -1.00595], [1.62415, -2.75889, -1.07870], [0.96425, -1.99577, 0.21202], [-1.45565, 0.11358, 0.02024], [0.78500, 1.21085, 0.29307], [-0.17770, 2.07656, 1.30826], [-0.03956, 1.12375, 0.90844], [-1.21211, 1.00964, 0.05533]],
  "lumo_ha": 0.038,
  "smiles": "NO.C",
  "total_charge": 0,
  "homo_lumo_gap_ha": 0.39858,
  "e_above_lowest_ev": 1.955
}

***

{
  "formula": "CH7NO2",
  "method": "the ωB97M-V functional and the def2-TZVPD basis",
  "species": ["O", "H", "H", "H", "N", "C", "O", "H", "H", "H", "H"],
  "coordinates": [[1.51933, -1.75203, 0.79743], [0.90011, -1.24251, 0.20854], [1.70864, 7.47686, 1.12354], [1.00856, 7.64286, 1.26661], [-0.50608, 1.13780, -0.62498], [-1.10983, -0.06994, -0.09216], [-0.34745, -1.19058, -0.29182], [0.19952, 1.54198, -0.02211], [-0.04176, 0.87291, -1.49596], [-1.38867, 0.06781, 0.96304], [-2.03479, -0.22983, -0.66568]],
  "lumo_ha": -0.156,
  "total_charge": 0,
  "homo_lumo_gap_ha": 0.22805,
  "e_above_lowest_ev": 7.514
}

***

{
  "formula": "CH7NO4",
  "method": "the ωB97M-V functional and the def2-TZVPD basis",
  "species": ["N", "C", "O", "O", "H", "H", "H", "H", "H", "O", "H", "H", "O"],
  "coordinates": [[0.19707, 2.35662, 0.60371], [0.51777, 1.11986, 0.13243], [1.51434, 0.57013, 0.84257], [0.00788, 0.57693, -0.82533], [-0.57552, 2.80124, 0.15175], [0.47958, 2.54552, 1.54702], [1.84493, -0.17680, 0.35239], [-2.59797, -0.72537, -1.14197], [-2.38995, -2.15071, -0.51088], [-2.75596, -1.66753, -1.25414], [0.90012, -3.00392, 0.69231], [0.22526, -1.60237, 0.19530], [1.02305, -2.09141, 0.42693]],
  "lumo_ha": 0.016,
  "smiles": "NC(=O)O.O.O",
  "total_charge": 0,
  "homo_lumo_gap_ha": 0.41056,
  "e_above_lowest_ev": 0.370
}

***

{
  "formula": "CH7NO4",
  "method": "the ωB97M-V functional and the def2-TZVPD basis",
  "species": ["N", "C", "O", "O", "H", "H", "H", "H", "H", "O", "H", "H", "O"],
  "coordinates": [[0.00876, -0.87618, 2.16230], [-0.14472, 0.46879, 1.83008], [-0.61060, 0.65050, 0.48438], [0.13399, 1.49099, 2.44380], [0.72673, -0.88645, 2.92236], [-0.51727, -1.46979, 1.49827], [-0.25934, 1.55131, 0.18477], [-1.43230, 0.09546, -2.57277], [-0.31219, 1.19992, -2.73334], [-0.68666, 0.40676, -3.09725], [1.43155, -0.30645, -1.37045], [0.34142, -1.18753, -0.84521], [1.32065, -1.13731, -0.90694]],
  "lumo_ha": 0.005,
  "smiles": "NC(=O)O.O.O",
  "total_charge": 0,
  "homo_lumo_gap_ha": 0.40034,
  "e_above_lowest_ev": 1.379
}